# 1
Molecular formula: C5H9N
Method: DFT, wB97M-V/def2-TZVPD

The charge is +1. The HOMO energy (spin up / spin down) comes out at -14.6 / -15.0 eV. The spin multiplicity is 2. The value obtained for the electronic energy is -6810.2782 eV. The value obtained for the gap between HOMO and LUMO (spin up / spin down) is 10.01 / 7.47 eV. As for the expectation value of S²: 0.764.

Last column: Mulliken charge in e.
Cartesian coordinates (Å):
H1 -1.85130 1.44950 0.31615  0.28
H2 2.36965 -1.33648 -0.11884  0.30
H3 -3.49675 -0.16288 -0.47258  0.25
H4 1.21630 1.43522 1.63494  0.25
H5 2.60350 0.51011 -0.39303  0.36
H6 -2.29987 -1.44178 -0.71187  0.37
C1 -2.47580 -0.59745 -0.14478  -0.59
C2 -0.12150 0.09817 0.38266  0.79
H7 0.13229 -0.67003 -1.42338  0.40
C3 0.68436 -0.19711 -0.70344  -0.31
C4 2.11784 -0.40617 -0.68666  -1.23
H8 2.43558 -0.57058 -1.60899  0.43
N1 0.37870 0.94116 1.41033  -0.31
C5 -1.60749 0.30292 0.25684  -0.30
H9 -0.08552 0.64540 2.26264  0.30

# 2
Molecular formula: C35H41BO5S
Method: DFT, wB97M-V/def2-TZVPD

The charge is 0. The HOMO energy comes out at -6.0 eV. The spin multiplicity is 1. The value obtained for the electronic energy is -58707.0161 eV. The value obtained for the gap between HOMO and LUMO is 3.36 eV.

Last column: Mulliken charge in e.
Cartesian coordinates (Å):
H1 -4.34071 -0.51179 3.41282  0.39
H2 -3.67407 -0.36286 -0.28493  0.18
C1 1.66927 -3.36433 -0.40998  -0.89
H3 -5.14087 4.34090 -2.17694  0.35
H4 -2.62845 -4.42710 6.12752  0.25
H5 -2.74783 -1.18466 3.83179  0.34
C2 3.11494 2.14048 -2.48439  -0.82
C3 4.28368 2.82380 -2.78504  -0.55
H6 -1.20103 -5.45019 5.83974  0.26
C4 6.77761 4.12074 -3.21187  -0.87
C5 5.31352 -2.85122 -0.50502  -0.79
H7 -6.61193 4.11979 -3.18807  0.24
H8 6.40229 4.49124 -2.24782  0.37
C6 3.08230 0.71594 -2.39741  0.27
C7 -0.15601 -2.41025 5.38089  -0.76
O1 -0.74128 0.19539 2.21685  -0.67
H9 5.46145 -2.97919 0.57897  0.35
C8 0.62374 0.53885 -2.17435  -1.05
H10 -1.02714 2.65682 -2.29817  0.37
O2 3.97576 -3.22147 -0.91159  -0.47
C9 -4.17648 0.47058 -2.93174  -0.31
H11 4.30689 3.91381 -2.84652  0.41
C10 5.47954 2.09941 -3.01784  0.84
C11 0.59825 -1.67381 0.94438  0.36
H12 0.55379 1.50939 -2.66361  0.49
H13 6.39401 0.14506 -3.13421  0.42
C12 2.99682 -1.59391 0.63232  0.05
H14 -4.73844 -1.28456 0.78324  0.48
C13 -5.55119 3.89835 -3.09459  -0.83
C14 0.10664 -1.56795 4.23991  -1.04
H15 5.54008 -1.81420 -0.79953  0.25
C15 -1.88740 2.01917 -2.50619  -0.73
C16 -0.53878 -2.00955 3.10145  0.37
H16 1.63528 -4.25953 -1.02848  0.40
C17 0.53335 -2.83790 0.19101  -0.57
C18 1.89379 -0.02011 -2.09191  -0.24
H17 -0.67396 -1.03153 -1.39932  0.41
H18 -1.10498 2.33317 0.82874  0.55
C19 -1.80498 0.60226 -2.34158  1.48
H19 -2.55156 0.96799 4.06084  0.38
H20 -0.41839 -3.35380 0.08598  0.46
C20 -2.98966 -0.14608 -2.59741  -0.82
H21 2.20126 2.70999 -2.29311  0.47
H22 -3.11458 3.73520 -2.96366  0.36
B1 -0.75573 -1.13580 1.70068  1.65
C21 5.46397 0.68075 -2.95073  -0.66
H23 1.88334 -0.16103 1.78059  0.49
C22 -2.46896 1.57845 3.15661  -2.06
C23 -3.07563 2.64915 -2.84322  -0.75
H24 -3.44364 2.03286 2.94166  0.33
H25 -2.83142 2.11014 0.46619  0.36
H26 0.23511 -2.22242 6.37734  0.31
O3 -5.49377 2.44783 -3.03873  -0.44
C24 -0.60353 -0.03417 -1.83498  -0.10
H27 -4.66016 0.47921 0.94541  0.31
H28 4.28683 -1.07331 -2.65556  0.61
C25 -4.26093 1.88624 -2.95904  0.93
C26 -2.03637 0.73503 1.97993  1.70
O4 -2.02910 -1.51949 1.18376  -0.67
C27 2.91394 -2.71942 -0.21609  0.24
C28 -1.53563 -4.43761 6.08585  -1.23
C29 -3.51257 -1.13220 3.04797  -2.38
C30 -1.01310 -3.45488 5.11486  0.68
C31 -1.90734 1.59074 0.73271  -1.66
H29 6.24407 4.61052 -4.03591  0.35
H30 -2.93640 -1.23218 -2.49488  0.21
H31 -3.90802 -2.13945 2.88490  0.51
H32 3.96249 -1.13257 0.85318  0.40
C32 1.82000 -1.05518 1.16196  -1.20
H33 -1.62364 0.93812 -0.09489  -0.35
H34 0.75972 -0.71159 4.29483  0.47
O5 6.67107 2.68703 -3.29231  -0.43
C33 -4.07391 -0.41687 0.73299  -1.70
H35 -1.75410 2.38250 3.34051  0.44
C34 4.29516 0.01858 -2.66302  -0.43
H36 5.94546 -3.54659 -1.06418  0.25
H37 -4.99924 4.27523 -3.96520  0.35
C35 -2.94881 -0.58004 1.74422  2.12
H38 -5.07064 -0.10969 -3.15488  0.40
S1 -1.36073 -3.50602 3.39803  -0.28
H39 7.84966 4.30760 -3.30084  0.25
H40 2.00090 -1.09291 -1.90969  0.48
H41 -1.15287 -4.18887 7.07879  0.35

# 3
Molecular formula: C16H64N32O16
Method: DFT, wB97M-V/def2-TZVPD

The charge is 0. The HOMO energy comes out at -9.4 eV. The spin multiplicity is 1. The value obtained for the electronic energy is -98080.5041 eV. The value obtained for the gap between HOMO and LUMO is 9.25 eV.

Last column: Mulliken charge in e.
Cartesian coordinates (Å):
C1 -6.50271 -2.09175 -6.07575  0.66
N1 5.19366 -1.47543 -4.63100  -0.39
H1 -7.85562 3.56653 2.01528  0.22
H2 2.47802 -4.47986 4.55046  0.21
H3 4.96345 5.11781 -3.91232  0.21
N2 -6.86557 3.71247 1.87889  -0.40
C2 -0.44987 3.58517 -9.43374  0.62
C3 9.09954 -2.23619 0.68943  0.67
O1 -5.47391 -1.70226 -5.61489  -0.63
N3 3.87313 -2.07864 -6.22480  -0.37
H4 1.59211 2.85589 8.85778  0.23
C4 -0.25207 2.45432 8.37152  0.66
H5 10.64680 -1.47984 -0.17332  0.14
C5 1.55976 7.13305 3.37211  0.65
N4 1.94003 5.95639 2.95422  -0.37
N5 9.92177 -3.18728 0.81687  -0.32
N6 6.51227 1.45273 5.34492  -0.39
H6 -1.98953 -4.25930 6.40747  0.24
H7 5.55734 -6.68024 5.38370  0.22
N7 -8.52313 -2.35888 0.91388  -0.36
H8 -6.61424 3.82909 0.90764  0.15
C6 -9.59553 -2.27956 1.58952  0.69
H9 2.77505 5.90276 2.38857  0.21
N8 -1.19854 3.83650 -10.53841  -0.40
O2 6.52841 3.35906 6.49825  -0.66
N9 -0.90130 -0.04263 -0.62230  -0.37
O3 2.15797 8.17508 3.15425  -0.67
H10 -0.23271 6.85718 -2.63219  0.18
N10 -1.41248 2.43255 8.83478  -0.37
C7 6.89444 2.72438 5.52174  0.64
N11 -2.86248 -3.81421 6.65235  -0.44
H11 -4.72767 -2.51372 6.86438  0.21
H12 -0.24578 -8.85026 -6.69491  0.21
H13 -0.96643 4.64898 -11.09166  0.22
O4 -2.98258 8.41074 -2.63344  -0.66
O5 0.33410 1.39163 -1.83685  -0.65
H14 9.20881 -0.43746 -0.23814  0.21
N12 -0.88126 7.60671 -2.43812  -0.39
C8 0.18458 0.67108 -0.86787  0.64
H15 -3.22436 -3.90160 7.59123  0.20
H16 3.30988 -2.81157 -6.63179  0.21
H17 -7.46131 -3.39924 -7.25125  0.12
H18 -4.04250 -8.83825 -1.62257  0.22
N13 0.99616 0.60281 0.19553  -0.38
H19 5.42413 6.72916 -3.54419  0.17
H20 6.65896 6.58484 -0.63574  0.20
N14 9.68912 -1.27076 0.07008  -0.33
C9 -1.08529 -6.99115 -6.42772  0.68
H21 -1.14795 -0.54709 0.21721  0.16
O6 -10.34213 -1.32211 1.49133  -0.67
N15 5.28508 5.78187 -3.22264  -0.33
O7 7.95076 -2.29846 1.07022  -0.68
H22 -4.03554 3.24141 2.89791  0.21
N16 -4.79019 3.64246 2.35963  -0.35
H23 -5.81157 -3.82814 -7.01989  0.19
O8 3.32186 -6.08172 6.10857  -0.66
O9 -2.42375 -2.59249 4.85934  -0.65
H24 -1.91446 -7.47193 0.64799  0.16
N17 -0.44944 -8.05929 -6.10078  -0.35
H25 6.67158 1.03469 4.43941  0.17
H26 -1.60118 -0.05337 -1.35042  0.21
H27 5.82986 1.02353 5.95337  0.23
H28 7.74383 4.32689 4.60588  0.22
N18 -7.66806 -1.55238 -6.04791  -0.37
H29 0.01496 -8.05263 -5.20391  0.14
H30 -8.47949 -1.94206 -6.50597  0.18
N19 0.67233 2.64903 9.22015  -0.38
N20 7.60388 3.32668 4.59664  -0.38
O10 5.32408 -3.57220 -5.47530  -0.64
O11 -4.88789 -6.94711 -0.37951  -0.63
C10 3.97248 -5.53474 5.27852  0.69
H31 -1.64752 5.51683 -3.11164  0.18
H32 8.05107 2.71180 3.93176  0.18
H33 -0.28879 6.41025 3.86980  0.19
H34 4.78842 -0.56118 -4.48941  0.17
N21 -2.38296 6.18935 -2.94749  -0.41
H35 5.55213 -5.21157 4.30168  0.15
O12 -0.04997 2.25211 7.19792  -0.70
H36 6.00216 7.58469 -1.91965  0.16
N22 -6.57905 -3.21044 -6.79733  -0.37
H37 -7.64204 -0.64578 -5.60351  0.22
H38 -1.77318 2.06988 -9.08497  0.17
H39 -9.01280 -4.01021 2.43100  0.17
H40 -2.09586 3.37762 -10.60445  0.17
H41 -8.27848 -1.59916 0.29494  0.21
H42 -0.46387 2.24833 -7.97884  0.21
H43 3.68445 -1.12246 -6.48982  0.19
O13 -1.73553 -6.90682 -7.48824  -0.70
C11 -3.07052 -2.77244 5.86102  0.62
N23 0.45219 7.07520 4.03987  -0.40
C12 -3.82139 -7.48295 -0.23710  0.64
H44 4.04649 -4.30219 3.71419  0.14
H45 9.70438 -4.11607 1.14883  0.20
H46 -2.97154 -6.21566 1.11399  0.20
H47 0.75666 0.09068 1.03246  0.17
N24 -9.68132 -3.25393 2.46629  -0.40
N25 5.16226 -5.83726 4.99206  -0.36
H48 -0.44218 -6.21182 -4.66659  0.18
N26 -0.90871 2.53133 -8.84032  -0.36
C13 5.79692 5.49831 -2.06561  0.66
H49 -0.65667 8.52893 -2.09290  0.22
H50 -1.72024 2.65907 9.76970  0.17
H51 -2.12811 2.18394 8.16681  0.23
O14 5.91572 4.44352 -1.44827  -0.66
H52 0.18987 7.90112 4.55864  0.21
H53 -10.18118 -3.03652 3.31657  0.22
H54 1.39324 5.14199 3.19479  0.17
N27 -4.08097 -2.04286 6.24780  -0.43
C14 -5.96427 3.51586 2.82100  0.64
H55 5.93221 -1.64706 -3.96377  0.20
H56 -4.59659 4.03629 1.44995  0.17
H57 -3.33842 6.01572 -3.22508  0.22
N28 -0.98058 -6.07363 -5.50987  -0.39
O15 -6.21001 3.24417 3.95353  -0.64
N29 3.46604 -4.66685 4.45595  -0.39
N30 -3.45678 -8.57522 -0.84293  -0.39
N31 -2.81262 -7.02500 0.53106  -0.38
C15 -2.15500 7.48827 -2.71397  0.66
H58 1.89317 1.05432 0.08771  0.22
C16 4.81751 -2.46645 -5.43917  0.62
H59 10.82744 -2.98168 0.41990  0.12
O16 0.47403 4.24654 -9.06887  -0.61
N32 6.16492 6.67504 -1.51203  -0.40
H60 -4.27442 -1.32622 5.56289  0.25
H61 -1.50964 -5.25304 -5.76838  0.23
H62 -2.58638 -9.05625 -0.66658  0.17
H63 0.47036 2.57482 10.20698  0.17
H64 -8.03570 -3.24290 0.94596  0.14

# 4
Molecular formula: C25H26N9O8S2
Method: DFT, wB97M-V/def2-TZVPD

The charge is -1. As for the SMILES: CCN1CCN(C(=O)N[C@@H](C(=O)N[C@H]2[C@H]3SCC(CSc4nnnn4C)=C4C(=O)O[C@]2([O-])N43)c2ccc(O)cc2)C(=O)C1=O. The HOMO energy comes out at -5.2 eV. The spin multiplicity is 1. The value obtained for the electronic energy is -77811.3028 eV. The value obtained for the gap between HOMO and LUMO is 7.43 eV.

Last column: Mulliken charge in e.
Cartesian coordinates (Å):
C1 1.20036 -4.66076 -0.76626  -0.54
O1 -5.31875 0.00218 -0.15790  -0.66
H1 -4.49815 3.86954 -1.54479  0.31
H2 -6.02916 2.16847 0.49284  0.43
H3 -0.97198 -4.00135 1.72760  0.46
N1 2.65160 1.89784 2.82780  -0.46
H4 5.09557 2.72145 1.82573  0.46
H5 1.41581 -2.08276 -0.46901  -0.02
C2 3.44069 0.66657 2.82749  0.00
N2 1.75537 -0.83186 1.75369  0.39
C3 1.40869 2.21176 -2.67367  0.45
N3 -0.51848 -1.70481 0.16264  -0.17
H6 1.90941 3.71715 -0.66346  0.48
C4 1.34951 -2.10899 1.69019  0.47
H7 -0.81753 1.94611 -0.74559  -0.49
O2 0.20064 3.18423 0.74620  -0.70
C5 0.48664 -3.91544 0.15952  0.03
N4 -0.39092 2.99495 -3.44793  -0.67
H8 -1.37349 -2.09369 0.55623  0.46
H9 1.43637 -0.56388 -2.77650  0.20
C6 -1.83893 1.56486 -0.75751  0.49
C7 2.18358 -0.20831 2.96356  -0.99
C8 0.72488 -2.44105 0.30401  0.43
C9 1.23943 -0.06234 -3.72481  -0.80
C10 -5.14929 2.73932 0.18633  -0.74
C11 4.62881 2.25399 0.95810  -0.89
C12 3.25775 2.76160 0.69112  0.22
C13 -2.97509 -0.37277 0.12961  1.02
H10 -4.95450 3.52716 0.91864  0.38
S1 2.92507 1.94552 -1.91519  -0.24
O3 -3.08055 -1.49797 0.58227  -0.73
C14 -0.42743 -4.56219 0.98477  -0.42
N5 -4.02671 1.82649 0.19643  0.22
H11 -2.68356 3.40456 -0.05706  0.43
C15 -5.38094 3.33627 -1.19943  -1.11
C16 0.08152 -6.66269 -0.05740  1.04
S2 4.50942 0.44635 1.37114  -0.28
N6 -0.31677 1.81536 -3.91351  -0.50
H12 -1.33760 -6.43197 1.51541  0.39
C17 0.84625 2.48721 1.50053  0.82
O4 1.00529 1.33480 4.49668  -0.83
N7 -1.81569 0.17244 -0.33289  0.24
H13 1.56393 -6.59813 -1.60542  0.25
H14 2.19710 -0.95185 3.76068  0.65
C18 -0.63280 -5.92236 0.87820  -1.00
H15 5.28053 2.31641 0.08991  0.44
C19 -4.22704 0.50947 0.02122  0.20
O5 0.36134 1.53755 2.25302  -0.39
O6 -0.14631 -8.00686 -0.13896  -0.55
H16 -2.24511 1.63973 -1.77282  0.23
H17 1.92379 -4.17569 -1.40598  0.39
H18 2.15170 -0.05355 -4.32467  0.34
H19 0.43027 -8.38682 -0.81241  0.27
H20 3.64857 4.03316 -0.98831  0.57
C20 2.33616 2.49637 1.64619  0.07
H21 -5.60792 2.54300 -1.90714  0.29
O7 1.43920 -2.92087 2.58525  -0.73
C21 1.42700 1.14109 3.36904  0.53
H22 -2.24100 2.26889 1.22770  0.13
O8 0.43198 0.13201 -0.73670  -0.53
C22 2.91553 3.30465 -0.64092  -1.10
C23 -2.67864 2.35296 0.22601  -0.87
H23 -6.21809 4.02888 -1.16994  0.42
H24 4.07382 0.63407 3.71828  0.51
C24 1.00089 -6.02481 -0.87912  -0.71
H25 0.44019 -0.56748 -4.26300  0.31
N8 0.81320 1.27224 -3.45326  0.90
C25 -0.54719 -0.45692 -0.30800  0.16
H26 1.61302 -0.22964 0.95086  -0.23
N9 0.64871 3.29114 -2.68536  -0.12

# 5
Molecular formula: C5H8O
Method: DFT, wB97M-V/def2-TZVPD

The charge is 0. As for the SMILES: C=C=C(C)OC. The HOMO energy comes out at -9.1 eV. The spin multiplicity is 1. The value obtained for the electronic energy is -7359.7809 eV. The value obtained for the gap between HOMO and LUMO is 10.11 eV.

Last column: Mulliken charge in e.
Cartesian coordinates (Å):
H1 2.18070 2.33210 -0.19579  0.24
H2 -0.41974 -0.13277 -2.03393  0.32
C1 -1.20165 0.01717 1.25055  -1.08
H3 -2.08757 0.12642 0.61198  0.29
H4 -0.08902 -1.86831 -2.29582  0.25
C2 -0.55320 -1.14234 -1.62322  -0.68
H5 2.95890 1.28642 1.11767  0.24
O1 0.10245 -1.27105 -0.37444  -0.37
H6 -1.36383 -0.86951 1.87356  0.28
C3 0.04595 -0.14497 0.42686  0.46
H7 -1.62841 -1.36229 -1.55034  0.25
H8 -1.13200 0.89605 1.89604  0.35
C4 1.07433 0.67048 0.44120  0.26
C5 2.11308 1.46260 0.45568  -0.79